(1)
This record from the OMol25 dataset describes a structure of composition C33H46BrN2PPtSi. The level of theory is ωB97M-V/def2-TZVPD.

Atoms and positions in Å:
1 H -4.591 -3.848 -0.073
2 H 4.166 0.754 2.808
3 C 3.774 -0.709 1.232
4 H 2.105 5.364 0.290
5 H -4.341 -5.546 2.762
6 C 4.017 -2.956 -3.548
7 H 4.418 -3.967 -3.412
8 C 0.667 -1.980 -0.873
9 C 0.512 -3.515 1.761
10 C -3.116 -4.682 1.197
11 H 1.727 -4.408 -3.073
12 H 5.920 -0.976 1.187
13 C 3.848 -0.290 2.710
14 H -1.540 4.911 -2.032
15 C -1.770 -4.586 1.674
16 H -3.806 -2.547 -2.117
17 C -0.198 2.934 0.042
18 H 1.096 6.703 -0.297
19 C -0.887 -3.595 1.205
20 H -0.784 6.412 1.857
21 Pt -1.692 0.116 -0.013
22 C 1.269 5.624 -0.371
23 H 0.827 -2.471 1.847
24 C -3.566 -3.784 0.294
25 H -0.143 -3.833 -1.642
26 N -3.116 1.561 0.154
27 C 2.562 1.620 -0.262
28 H 5.396 0.569 0.514
29 C 2.893 -2.664 -2.581
30 H 4.145 2.276 1.100
31 H 0.559 -3.984 2.747
32 H 4.405 1.424 -1.437
33 H -3.480 -6.730 1.776
34 C -3.554 2.033 1.380
35 Br -3.086 1.571 -2.631
36 H -2.424 -3.662 -2.164
37 P 2.149 -0.034 0.506
38 C -1.314 -2.681 0.259
39 H -4.901 -5.896 1.120
40 C -4.890 2.865 -0.868
41 H -4.913 3.168 2.529
42 C 3.360 1.734 -1.558
43 H -2.635 4.977 -0.645
44 C -3.808 2.042 -0.928
45 C -0.720 5.316 1.837
46 H -1.686 4.902 2.154
47 H 4.569 -0.911 3.257
48 H 1.550 1.976 -0.467
49 C -4.010 -5.772 1.741
50 H -2.954 1.719 2.222
51 C -5.388 3.279 0.403
52 H -1.427 -5.289 2.433
53 H -4.173 -1.016 -0.327
54 C -2.739 -2.651 -0.237
55 H 1.237 -4.016 1.108
56 C 2.904 -1.560 -1.754
57 H -3.500 -1.303 1.269
58 H -5.345 3.204 -1.788
59 C 5.143 -0.492 0.580
60 H 2.913 1.143 -2.358
61 H 3.129 3.579 0.470
62 H 0.038 4.999 2.566
63 C -4.641 2.842 1.531
64 H -1.675 6.419 -1.085
65 H 5.204 -0.922 -0.419
66 N -0.495 -1.633 -0.203
67 H -2.160 -1.900 -2.190
68 C -1.661 5.322 -1.021
69 H 1.575 5.395 -1.401
70 H 3.681 -2.881 -4.587
71 C 3.120 2.542 0.824
72 H 3.364 2.783 -1.881
73 H 2.874 -0.384 3.194
74 H -6.279 3.885 0.498
75 Si -0.302 4.700 0.111
76 C -0.434 1.730 -0.067
77 C 1.774 -3.497 -2.479
78 H 3.792 -0.941 -1.771
79 C 0.715 -3.177 -1.661
80 H 4.841 -2.249 -3.417
81 H 3.564 -1.782 1.211
82 C 1.869 -1.216 -0.870
83 H 2.493 2.502 1.722
84 C -2.775 -2.699 -1.779
85 C -3.247 -1.255 0.207

**⟨S²⟩**: 2.05
**DFT total energy**: -128401.6503 eV
**Multiplicity**: 3
**Charge**: -2

(2)
This record from the OMol25 dataset describes a structure of composition C33H46BrN3P2ReSe in a non-equilibrium geometry. The level of theory is ωB97M-V/def2-TZVPD.

Atoms and positions in Å:
1 C 0.073 1.164 -0.388
2 C -3.185 -1.820 -4.762
3 H -3.881 -2.622 -5.034
4 Re 0.072 0.194 1.359
5 H -3.827 -1.346 -2.742
6 C -2.950 -1.774 -3.249
7 H -0.689 -1.084 9.818
8 H 3.140 -0.946 7.755
9 H -3.613 -0.873 -5.108
10 H -0.461 -2.941 -3.273
11 C -0.952 4.145 -3.083
12 H 1.835 -2.398 -1.209
13 H -3.039 -2.189 -0.553
14 H 3.343 0.548 1.898
15 C -0.880 8.273 -5.755
16 H 2.577 -3.928 -0.263
17 C -0.831 7.348 -4.703
18 H -1.502 4.582 -6.606
19 C 3.087 -3.564 0.636
20 H 1.702 -1.645 9.747
21 H 4.061 -3.158 0.340
22 H -0.710 9.335 -5.561
23 Br -1.334 -1.740 1.774
24 P -2.698 -3.473 -2.562
25 C -4.564 -3.755 -0.520
26 C 3.452 0.030 0.930
27 H 5.595 -0.037 1.062
28 H -1.522 2.295 4.784
29 C -1.003 4.993 -3.957
30 H -2.250 -1.984 -5.309
31 H 2.474 -0.838 -3.083
32 H -2.074 -1.157 -3.001
33 C 2.238 -2.571 1.441
34 C 4.773 -0.746 0.890
35 H -2.417 -3.804 -0.178
36 C -3.147 -3.256 -0.791
37 C -0.390 -5.030 -2.675
38 P 1.882 -0.916 0.691
39 C 0.512 3.320 -1.356
40 H 4.961 -1.218 -0.081
41 N 1.904 0.381 5.527
42 H -4.745 -4.714 -1.019
43 H -0.534 -3.186 -1.506
44 H -0.539 -5.629 -1.769
45 N -1.130 7.901 -7.008
46 H 2.677 0.501 -1.949
47 H 2.706 -2.359 2.415
48 C 1.465 0.020 6.813
49 H -5.308 -3.038 -0.880
50 C -1.232 1.122 -0.958
51 C 1.754 -1.309 -1.116
52 C 0.863 0.881 4.799
53 H -1.917 0.308 -0.710
54 H -0.935 -5.517 -3.492
55 H 1.862 2.360 0.040
56 C -0.703 -0.044 7.917
57 H 0.677 -5.052 -2.924
58 H 0.725 -1.067 -1.429
59 H 4.837 -1.510 1.672
60 H 3.776 -0.904 -1.886
61 H 2.849 0.285 5.161
62 C -0.860 -3.587 -2.478
63 H -1.966 0.602 4.440
64 C 1.273 -1.082 8.917
65 C -1.055 5.987 -4.994
66 H 3.460 0.824 0.169
67 C -1.585 2.146 -1.827
68 H -0.622 7.689 -3.689
69 C 0.117 0.333 6.860
70 H -1.553 6.366 -8.347
71 H 1.146 4.192 -1.526
72 C -0.698 3.210 -2.062
73 N -0.219 0.864 5.602
74 H -4.719 -3.898 0.554
75 H 1.251 -3.003 1.668
76 C -1.348 6.622 -7.305
77 C -0.098 -0.761 8.959
78 C 0.927 2.294 -0.524
79 H -2.535 2.118 -2.362
80 Se 0.892 1.597 3.020
81 H 3.285 -4.444 1.263
82 H -1.760 0.219 7.896
83 H -2.184 1.264 6.088
84 C 2.080 -0.700 7.829
85 C -1.556 1.282 5.197
86 C -1.320 5.619 -6.327
87 C 2.735 -0.591 -2.043

**⟨S²⟩**: 4.04
**Multiplicity**: 4
**Energy above the lowest of the compared OMol25 structures with the same formula, charge and spin**: 0.0 kcal/mol
**Charge**: +4

(3)
This record from the OMol25 dataset describes a structure of composition C33H46CdN6O2SSi2 in a non-equilibrium geometry. The level of theory is ωB97M-V/def2-TZVPD.

Atoms and positions in Å:
1 H 0.422 1.539 -2.515
2 C -0.759 -0.897 -3.080
3 H -1.576 -4.416 -0.790
4 H 2.204 2.365 -1.180
5 C -2.116 0.402 3.538
6 O 1.184 -0.851 -1.617
7 Si -0.589 1.503 3.268
8 H 2.022 1.148 -3.149
9 H 5.861 0.948 2.335
10 H -1.362 1.556 -1.318
11 N -2.227 0.041 -0.215
12 C -0.498 -4.369 -0.844
13 H -6.301 1.886 -4.465
14 H 3.507 0.215 2.540
15 H 7.349 -0.018 0.642
16 H -4.015 -0.691 -0.959
17 C 5.896 -1.365 -0.145
18 H -0.102 3.847 0.044
19 C 3.704 -1.218 0.936
20 H 0.383 4.676 1.524
21 C -3.907 -4.024 1.324
22 H -0.646 4.006 3.432
23 C -1.318 3.241 3.038
24 H 3.858 3.518 2.154
25 H 1.427 4.721 0.106
26 C -5.769 1.906 -2.387
27 C 2.923 3.159 2.591
28 C -3.149 -0.820 -0.303
29 H 6.553 -1.790 -0.894
30 H -6.780 2.097 -2.051
31 C 1.555 -3.633 -0.590
32 N 2.454 -1.801 0.820
33 H -4.955 1.897 -0.405
34 H -3.990 1.426 -5.224
35 Si 1.701 2.543 1.259
36 H -1.486 3.461 1.983
37 C 2.569 -2.691 -0.138
38 H 3.706 2.437 -0.260
39 H 2.490 3.978 3.171
40 C -4.207 -2.976 0.405
41 O -0.492 -2.476 2.555
42 C 4.163 -0.230 1.804
43 C 0.702 1.124 1.959
44 N -1.139 -1.878 1.763
45 C -4.206 1.531 -4.168
46 C -3.189 -2.060 0.443
47 C 1.824 -4.759 -1.312
48 H -0.934 -1.957 -2.884
49 H -2.170 1.209 -3.578
50 C -2.715 -3.732 1.907
51 H 2.794 0.928 -0.352
52 H 3.173 2.360 3.293
53 H -1.839 -0.571 3.947
54 H 1.191 2.067 4.951
55 C -5.502 1.783 -3.743
56 H -2.773 0.878 4.270
57 H 0.652 0.391 5.117
58 C -3.181 1.402 -3.242
59 C 6.329 -0.373 0.714
60 S 0.376 -5.577 -1.709
61 C 0.733 -0.570 -2.896
62 H 1.422 -2.477 -3.656
63 N -2.272 -2.531 1.389
64 H 4.118 -3.266 -1.457
65 H -1.351 -0.318 -2.370
66 C 1.540 -1.418 -3.898
67 H 1.427 0.466 2.460
68 C 0.960 0.914 -3.234
69 Cd 0.366 -0.427 0.365
70 C 4.578 -1.778 -0.009
71 H 2.774 -5.158 -1.628
72 C 0.315 1.415 4.939
73 H 2.598 -1.156 -3.818
74 H -1.090 -0.673 -4.097
75 H -5.079 -2.903 -0.223
76 H -4.511 -4.893 1.529
77 H -2.274 3.338 3.559
78 C 0.752 4.085 0.685
79 C 2.699 2.013 -0.272
80 H 0.623 1.153 -4.247
81 H -2.693 0.247 2.625
82 N 3.829 -2.734 -0.657
83 H -2.463 2.062 -0.051
84 C -4.742 1.781 -1.463
85 H -2.139 -4.252 2.651
86 C -3.438 1.524 -1.880
87 N 0.226 -3.441 -0.320
88 C -2.335 1.345 -0.867
89 H -0.333 1.704 5.771
90 C 5.476 0.179 1.677
91 H 1.202 -1.247 -4.922

**Energy above the lowest of the compared OMol25 structures with the same formula, charge and spin**: 24.0 kcal/mol